# 1
Below is a cluster of 11 separate species, C4H28NO12 in total, with properties calculated with ωB97M-V/def2-TZVPD.

Each line ends with the Mulliken charge.
CARTESIAN COORDINATES (ANGSTROEM)
C: -0.886 -0.459 2.488  -1.003
N: 0.521 -0.379 1.919  0.586
C: 1.275 0.431 2.872  -1.265
C: 1.071 -1.757 1.636  -0.971
C: 1.746 -1.900 0.291  0.806
O: 2.670 -1.081 -0.064  -0.909
O: 1.219 -2.678 -0.476  -0.870
H: -0.913 -0.869 3.492  0.385
H: -1.382 -1.204 1.856  0.171
H: -1.366 0.447 2.328  0.284
H: 2.362 0.061 2.971  0.240
H: 0.926 0.621 3.904  0.390
H: 1.252 1.444 2.526  0.496
H: 1.898 -2.190 2.380  0.274
H: 0.314 -2.452 1.794  0.560
H: -1.140 -0.257 -3.629  0.233
H: 0.506 -0.292 -3.563  0.367
O: -0.319 -0.237 -4.159  -0.636
H: 2.421 -1.260 -1.718  0.478
H: 3.322 -0.110 -1.892  0.329
O: 2.812 -0.714 -2.403  -0.849
H: -1.761 -2.777 0.001  0.302
H: -0.488 -2.959 -0.789  0.410
O: -1.357 -3.383 -0.626  -0.704
H: 3.406 0.368 0.568  0.551
H: 2.145 1.047 0.737  -0.049
O: 3.112 1.292 0.748  -0.698
H: -3.239 0.579 0.589  0.283
H: -3.613 -0.872 0.361  0.322
O: -3.957 -0.055 0.683  -0.631
H: -2.104 -1.790 -1.975  0.416
H: -2.081 -0.429 -1.391  0.211
O: -2.767 -1.050 -1.595  -0.632
H: -0.455 2.880 1.354  0.209
H: -0.686 3.058 2.765  0.204
O: -0.288 2.474 2.171  -0.435
H: 1.772 0.461 -1.864  0.286
H: 1.156 1.007 -0.252  0.554
O: 1.232 1.087 -1.279  -0.654
H: 0.086 2.382 -0.833  0.411
H: -0.868 2.706 -1.904  0.343
O: -0.655 3.104 -1.038  -0.778
H: -2.233 1.125 -2.895  0.345
H: -2.566 2.563 -2.712  0.310
O: -2.097 2.017 -3.376  -0.672

Properties
E_LUMO in eV: 2.5
Relative energy (zero: lowest compared OMol25 entry of this formula, charge and spin) in kcal/mol: 113.0
Total charge: -1
Gap between HOMO and LUMO in eV: 8.55
HOMO level in Ha: -0.2232


# 2
Below is a cluster of 11 separate species, C4H29N2O12 in total, with properties calculated with ωB97M-V/def2-TZVPD.

Each line ends with the Mulliken charge.
CARTESIAN COORDINATES (ANGSTROEM)
N: 0.609 0.052 0.220  0.109
C: 0.511 -1.077 -0.825  0.591
C: 1.197 -2.352 -0.310  -0.646
C: 0.513 -2.810 0.930  -0.160
O: 0.343 -2.066 1.869  -0.490
C: 0.972 -0.721 -2.280  -0.149
N: 0.504 -1.380 -3.307  -0.228
O: 1.768 0.210 -2.264  -0.730
H: 1.576 0.358 0.427  0.164
H: 0.027 0.792 -0.118  0.359
H: 0.136 -0.015 1.110  0.419
H: -0.618 -1.386 -0.852  0.104
H: 1.192 -2.996 -1.200  0.461
H: 2.321 -2.013 -0.209  0.322
H: 0.076 -3.743 0.841  0.450
H: 0.803 -1.039 -4.203  0.282
H: -0.365 -1.940 -3.275  0.245
H: -2.169 0.752 -0.382  0.301
H: -1.919 1.419 -1.696  0.259
O: -1.440 0.756 -1.035  -0.620
H: -3.839 0.650 1.222  0.356
H: -4.629 1.181 -0.088  0.278
O: -4.065 0.515 0.323  -0.633
H: 2.806 2.051 1.978  0.365
H: 2.713 2.886 3.234  0.306
O: 2.464 2.841 2.377  -0.687
H: 0.826 2.217 2.651  0.384
H: -0.271 3.074 2.393  0.295
O: -0.097 2.093 2.533  -0.622
H: -1.245 -3.976 -1.853  0.294
H: -2.286 -2.755 -1.783  0.400
O: -1.363 -3.107 -2.245  -0.716
H: 5.203 0.563 -0.959  0.249
H: 3.851 0.215 -1.544  0.320
O: 4.408 0.170 -0.734  -0.580
H: -1.842 1.263 2.032  0.333
H: -2.412 0.461 3.247  0.309
O: -2.570 1.018 2.514  -0.659
H: -0.160 3.915 -0.143  0.315
H: -1.591 4.396 0.215  0.265
O: -1.004 3.612 0.226  -0.554
H: 4.144 -0.067 0.854  0.411
H: 4.331 0.866 2.161  0.294
O: 3.722 0.295 1.680  -0.723
H: -4.628 -1.682 -2.044  0.307
H: -4.389 -1.465 -0.421  0.331
O: -4.116 -2.031 -1.267  -0.678

Properties
E_LUMO in eV: -2.4
Relative energy (zero: lowest compared OMol25 entry of this formula, charge and spin) in kcal/mol: 36.6
Total charge: +1
Gap between HOMO and LUMO in eV: 10.63
HOMO level in Ha: -0.4790


# 3
Below is a cluster of 9 separate species, C4H29N2O8S2 in total, with properties calculated with ωB97M-V/def2-TZVPD.

Each line ends with the Mulliken charge.
CARTESIAN COORDINATES (ANGSTROEM)
S: -4.938 -0.257 1.664  -0.283
S: -4.281 -1.437 0.258  0.144
C: -2.495 -1.705 0.304  -0.865
C: -1.546 -1.125 -0.660  0.048
C: -0.077 -1.201 -0.192  0.342
N: 0.420 -2.586 -0.466  -0.359
C: 1.324 -2.758 -1.639  -0.803
N: -1.841 0.328 -1.091  -1.182
H: -4.962 -1.012 2.801  0.142
H: -2.077 -1.536 1.336  0.016
H: -2.434 -2.769 0.092  0.455
H: -1.518 -1.717 -1.598  -0.299
H: 0.091 -0.835 0.829  -0.575
H: 0.475 -0.469 -0.861  0.229
H: 0.758 -3.115 0.302  0.312
H: 1.877 -1.797 -1.532  0.231
H: 2.058 -3.594 -1.424  0.355
H: 0.714 -2.718 -2.618  0.104
H: -1.563 1.084 -0.374  0.404
H: -2.852 0.466 -1.324  0.773
H: -1.138 0.503 -1.904  0.633
H: 2.578 0.889 0.037  0.409
H: 3.567 0.854 1.257  0.222
O: 2.728 0.557 0.949  -0.681
H: 4.296 2.021 -0.877  0.304
H: 3.100 2.830 -1.244  0.332
O: 3.410 1.954 -1.092  -0.805
H: 0.961 3.558 -1.042  0.302
H: 1.268 4.123 -2.404  0.246
O: 1.368 3.372 -1.832  -0.411
H: 2.306 -1.782 3.098  0.309
H: 2.316 -0.790 1.981  0.360
O: 1.658 -1.226 2.557  -0.591
H: -1.236 -1.102 3.596  0.251
H: 0.116 -0.770 2.882  0.276
O: -0.845 -0.578 2.921  -0.661
H: -1.255 0.909 2.159  0.372
H: -2.153 2.136 2.118  0.159
O: -1.616 1.621 1.556  -0.465
H: 0.887 0.445 -3.601  0.085
H: 0.280 -0.825 -4.095  0.076
O: 0.254 -0.224 -3.339  0.083
H: 0.233 4.176 0.946  0.180
H: -0.270 2.669 1.106  0.345
O: 0.053 3.429 0.460  -0.518

Properties
E_LUMO (alpha / beta) in eV: 0.2 / 0.0
Total charge: 0
Gap between HOMO and LUMO (alpha / beta) in eV: 2.24 / 8.65
HOMO level (alpha / beta) in Ha: -0.0765 / -0.3163
<S²>: 0.751
2S+1: 2


# 4
Below is a cluster of 9 separate species, C4H29N3O8 in total, with properties calculated with ωB97M-V/def2-TZVPD.

Each line ends with the Mulliken charge.
CARTESIAN COORDINATES (ANGSTROEM)
C: -3.082 -0.883 -1.092  -0.647
N: -2.633 0.367 -0.351  0.119
C: -1.491 0.894 -1.102  -0.991
C: -0.435 1.204 -0.081  1.294
N: 0.143 2.490 -0.293  -0.210
C: 1.476 2.872 0.377  -0.537
N: 1.482 2.675 1.803  -0.432
H: -3.451 -0.745 -2.034  0.426
H: -2.281 -1.763 -1.145  0.130
H: -3.883 -1.371 -0.462  0.274
H: -3.337 1.168 -0.363  0.320
H: -1.621 1.871 -1.783  0.242
H: -1.024 0.234 -1.884  0.284
H: -0.980 1.171 0.915  -0.946
H: 0.328 0.525 0.089  -0.156
H: -0.579 3.230 -0.009  0.247
H: 2.485 2.413 -0.014  0.196
H: 1.552 3.971 0.050  0.356
H: 0.924 3.297 2.348  0.217
H: 1.684 1.736 1.889  0.237
O: -0.190 -3.251 -1.167  -0.830
H: -0.854 -2.592 -0.958  0.153
H: 0.658 -2.763 -1.231  0.383
O: -1.616 -2.415 2.216  -0.710
H: -1.509 -2.390 3.194  0.302
H: -2.023 -1.637 1.919  0.353
O: 0.683 2.021 -3.117  -0.678
H: 0.464 2.434 -2.322  0.438
H: 0.627 1.129 -2.812  0.286
O: 3.399 -0.024 -1.518  -0.686
H: 2.758 0.613 -1.242  0.334
H: 3.619 0.154 -2.442  0.285
O: 0.825 -3.065 1.220  -0.781
H: 0.080 -3.612 0.617  0.401
H: 0.269 -2.606 1.816  0.391
O: -2.606 0.550 2.381  -0.577
H: -3.318 0.727 1.898  0.257
H: -1.932 1.105 2.372  0.191
O: 3.772 -1.647 0.830  -0.636
H: 2.909 -2.077 0.928  0.234
H: 3.795 -1.489 1.837  0.327
O: 1.393 -1.426 -0.686  -0.733
H: 2.363 -1.211 -0.712  0.397
H: 1.159 -1.885 0.124  0.476

Properties
Structure (SMILES): CNCCNCN.O.O.O.O.O.O.O.O
E_LUMO in eV: 0.2
Relative energy (zero: lowest compared OMol25 entry of this formula, charge and spin) in kcal/mol: 107.3
Total charge: 0
Gap between HOMO and LUMO in eV: 9.22
HOMO level in Ha: -0.3324